Entry 1:
{
  "formula": "C5H5BrFNO",
  "method": "wB97M-V/def2-TZVPD",
  "orbital_gap_ev": 10.02,
  "lumo_ev": 0.6,
  "symbols": ["C", "C", "C", "C", "C", "N", "O", "F", "Br", "H", "H", "H", "H", "H"],
  "xyz": [[0.32971, -0.22699, 0.23284], [-1.12924, -0.14469, 0.53851], [0.86375, 1.03025, -0.48532], [0.78244, -0.28692, -1.19602], [-1.28274, 1.60860, -0.36415], [-0.16042, 1.93566, -0.77554], [-1.46255, -0.74704, 1.83882], [1.94891, -0.91822, -1.47354], [-2.88924, 2.43285, -0.62347], [0.97028, -0.68670, 0.97199], [-1.77465, -0.67992, -0.15634], [1.82940, 1.46495, -0.27482], [0.06630, -0.42292, -1.99835], [-0.88771, -0.37561, 2.51690]],
  "forces_ev_per_angstrom": [[0.228, 0.099, -0.046], [-0.087, 0.054, -0.466], [0.421, -0.854, 0.099], [-0.195, 0.455, 0.186], [0.603, -2.718, 2.540], [-0.864, 0.879, -0.567], [0.074, 1.948, -1.835], [0.350, -0.235, 0.110], [-0.680, 0.462, -0.188], [0.043, -0.118, -0.050], [0.106, -0.057, 0.115], [0.104, -0.190, 0.050], [-0.135, 0.127, 0.073], [0.032, 0.147, -0.021]]
}



Entry 2:
{
  "formula": "C5H5BrN2",
  "method": "wB97M-V/def2-TZVPD",
  "orbital_gap_ev": 8.62,
  "smiles": "CCC(Br)(C#N)C#N",
  "lumo_ev": -2.4,
  "symbols": ["C", "C", "C", "C", "C", "N", "N", "Br", "H", "H", "H", "H", "H"],
  "xyz": [[0.98791, -1.20548, -0.88628], [1.09352, -0.45692, 1.33601], [-1.61189, 0.03511, -0.16270], [-0.30405, 0.82737, -0.21360], [0.92577, -0.08712, 0.03957], [1.11582, -2.18246, -1.53683], [1.15441, -0.71191, 2.47208], [2.93608, 1.06826, -0.36161], [-2.38772, 0.69575, 0.20200], [-1.56279, -0.77821, 0.63461], [-1.79296, -0.20599, -1.30696], [-0.19210, 1.57248, -1.05829], [-0.36199, 1.42911, 0.84200]],
  "forces_ev_per_angstrom": [[1.094, -3.174, -1.886], [0.500, -1.219, 5.516], [0.312, -0.631, -1.932], [0.460, 2.387, 3.749], [0.665, 2.044, -4.639], [-0.629, 3.164, 1.878], [-0.095, 0.348, -1.987], [-2.260, -1.144, 0.323], [-0.250, 0.202, -0.293], [-0.034, 0.523, -1.642], [-0.265, -0.523, 2.682], [-0.020, -1.221, 0.948], [0.521, -0.753, -2.717]]
}



Entry 3:
{
  "formula": "C5H5Cl",
  "method": "wB97M-V/def2-TZVPD",
  "orbital_gap_ev": 9.69,
  "lumo_ev": 0.9,
  "symbols": ["C", "C", "C", "C", "C", "Cl", "H", "H", "H", "H", "H"],
  "xyz": [[-0.46198, -0.96420, 0.37218], [0.56782, -1.76300, 0.12961], [0.10607, 0.35008, 0.08039], [-0.42177, 1.54002, 0.37825], [1.38651, -0.15082, -0.58988], [2.90600, 0.21326, 0.05830], [-1.50456, -0.97024, 0.87097], [1.01385, -2.68842, 0.37609], [0.12795, 2.33496, -0.10183], [-1.34656, 1.40502, 0.90289], [1.36889, -0.16423, -1.66858]],
  "forces_ev_per_angstrom": [[-1.699, 0.976, 1.610], [1.616, 3.735, -1.609], [-0.592, -0.173, -0.489], [1.490, -1.848, -1.182], [-2.680, -3.610, 1.426], [1.143, 0.623, 0.400], [1.737, -0.906, -0.781], [-0.059, -0.977, -0.117], [-0.595, 0.986, 0.804], [-0.453, 1.256, 0.101], [0.093, -0.062, -0.164]]
}



Entry 4:
{
  "formula": "C5H5Cl2FeNO4Pr",
  "method": "wB97M-V/def2-TZVPD",
  "orbital_gap_ev": [8.92, 4.18],
  "charge": 4,
  "lumo_ev": [-15.2, -20.0],
  "multiplicity": 8,
  "symbols": ["Fe", "Pr", "Cl", "Cl", "C", "C", "C", "O", "O", "O", "C", "C", "N", "O", "H", "H", "H", "H", "H"],
  "xyz": [[5.99772, -2.34074, 1.85137], [1.30795, -0.72666, 0.99685], [3.88196, -1.52364, 1.76390], [1.15223, -2.11953, -1.08390], [0.20482, 0.95544, -0.47723], [7.62791, -2.81107, 2.89760], [6.97793, -2.71690, 0.35507], [-0.38433, 1.67160, -1.18267], [8.74962, -3.16564, 2.99194], [7.64776, -3.12058, -0.52597], [-3.05047, -0.55223, 2.93688], [-2.19557, -0.60147, 1.72358], [-2.80911, -0.63901, 0.53504], [-0.91434, -0.67745, 1.77929], [-4.10892, -0.66699, 2.63796], [-2.87838, 0.42355, 3.41686], [-2.83383, -1.34364, 3.67642], [-2.27920, -0.55716, -0.34245], [-3.82665, -0.62793, 0.56343]],
  "forces_ev_per_angstrom": [[-3.414, 1.292, 2.484], [1.766, -1.961, -0.381], [0.090, 0.006, 0.076], [-0.130, 0.973, 1.314], [-3.561, 5.031, -4.778], [9.188, -2.881, 1.813], [6.237, -3.595, -9.581], [3.074, -3.784, 3.670], [-7.423, 2.373, -0.287], [-4.196, 2.675, 5.566], [-0.571, -0.157, -0.628], [1.951, -0.807, 3.867], [0.268, 0.520, -1.479], [-2.694, 0.300, -1.041], [0.350, 0.282, 0.404], [-0.136, -0.049, 0.125], [0.299, 0.224, -0.253], [-0.365, -0.279, -0.300], [-0.733, -0.164, -0.591]]
}



Entry 5:
{
  "formula": "C5H5Cl2LaNO5Rh",
  "method": "wB97M-V/def2-TZVPD",
  "orbital_gap_ev": [7.42, 3.61],
  "charge": 4,
  "lumo_ev": [-15.6, -20.0],
  "multiplicity": 5,
  "symbols": ["La", "Rh", "Cl", "Cl", "C", "C", "C", "O", "O", "O", "N", "C", "C", "O", "O", "H", "H", "H", "H", "H"],
  "xyz": [[-2.14258, -1.07555, -1.46182], [1.74778, 1.77149, -0.05691], [-3.12455, -3.33126, -2.19455], [-3.74636, 1.04704, -1.74107], [2.90820, 3.08857, -0.26209], [-0.09861, -1.76168, -2.95104], [-1.09247, 0.61362, -3.04069], [3.59442, 3.99799, -0.56685], [0.77564, -2.00101, -3.66782], [-0.54181, 1.32514, -3.75453], [0.04087, -0.87353, 2.96716], [0.65338, 0.12827, 1.96420], [-0.08582, -0.09826, 0.70554], [-1.11264, -0.88942, 0.74712], [0.26896, 0.43079, -0.41734], [-0.81603, -1.23957, 2.49812], [-0.17478, -0.50178, 3.90219], [0.70675, -1.64221, 3.11248], [0.53199, 1.15558, 2.34320], [1.70765, -0.14422, 1.87470]],
  "forces_ev_per_angstrom": [[1.043, 0.859, 2.951], [-1.048, -1.199, -0.698], [-1.370, -3.161, -1.077], [-1.262, 1.585, -0.260], [7.008, 8.603, -1.827], [5.036, -1.885, -4.068], [2.569, 4.279, -4.116], [-3.687, -4.985, 1.702], [-4.029, 1.107, 3.365], [-2.155, -2.761, 2.849], [0.489, 0.311, -0.272], [-0.321, -0.878, 1.990], [-1.785, -0.949, -2.550], [1.061, 1.023, -0.703], [-1.808, -2.046, 2.115], [0.358, 0.007, 0.726], [-0.017, 0.219, -0.117], [-0.181, -0.115, 0.126], [0.038, -0.259, -0.043], [0.059, 0.246, -0.094]]
}



Entry 6:
{
  "formula": "C5H5Cl2N",
  "method": "wB97M-V/def2-TZVPD",
  "orbital_gap_ev": 8.42,
  "smiles": "C=C/C=C\\N=C(Cl)Cl",
  "lumo_ev": -0.3,
  "symbols": ["C", "C", "C", "C", "C", "N", "Cl", "Cl", "H", "H", "H", "H", "H"],
  "xyz": [[0.59308, -0.51790, 0.70307], [0.42805, 0.39606, -0.38478], [-0.43914, -0.70777, 1.56772], [-0.65723, 0.40270, -1.19484], [-2.30181, -0.01628, 0.33832], [-1.63418, -0.11222, 1.40753], [-2.91588, -1.48183, -0.50292], [-3.40909, 1.28295, 0.15150], [1.58668, -0.78624, 1.02630], [1.11242, 1.23522, -0.39758], [-0.27747, -1.12674, 2.55017], [-0.84045, 1.25116, -1.83874], [-1.08428, -0.52248, -1.51785]],
  "forces_ev_per_angstrom": [[0.105, -0.050, -0.291], [-0.227, -0.046, -0.047], [-0.106, -0.403, 0.027], [1.052, 0.340, -0.630], [-0.527, -0.948, 0.863], [-0.393, 0.430, -0.087], [0.251, 0.226, 0.142], [-0.383, 0.399, -0.132], [0.063, 0.015, 0.191], [0.145, 0.102, -0.092], [0.189, -0.051, 0.058], [0.004, 0.098, -0.077], [-0.173, -0.112, 0.075]]
}



Entry 7:
{
  "formula": "C5H5Cl2P",
  "method": "wB97M-V/def2-TZVPD",
  "orbital_gap_ev": 8.43,
  "lumo_ev": -0.3,
  "symbols": ["C", "C", "C", "C", "C", "P", "Cl", "Cl", "H", "H", "H", "H", "H"],
  "xyz": [[-1.56625, -0.38859, 0.87983], [-1.11717, 0.04920, -0.42709], [-0.70228, -0.62903, 1.88939], [0.17409, 0.25092, -0.69556], [1.06348, 0.45721, -1.83880], [1.03674, -0.77766, 1.44219], [2.06637, 1.91436, -1.33961], [2.33115, -0.78806, -2.00889], [-2.70023, -0.46784, 1.05194], [-1.79618, 0.24828, -1.27815], [-1.06677, -1.02544, 2.92496], [0.69537, 0.83999, -2.84907], [1.58169, 0.31666, 2.24885]],
  "forces_ev_per_angstrom": [[-2.199, 0.075, 1.115], [0.773, 0.570, -1.745], [-0.649, -1.116, 1.034], [0.551, -2.422, 3.157], [1.105, 1.869, -0.284], [-0.579, 1.786, -1.987], [-0.100, 0.537, -0.119], [-0.808, -0.442, -0.378], [1.863, 0.087, -0.285], [-0.135, -0.257, 0.762], [0.619, 0.981, -2.031], [-0.019, -1.223, 1.397], [-0.421, -0.444, -0.637]]
}



Entry 8:
{
  "formula": "C5H5ClF2",
  "method": "wB97M-V/def2-TZVPD",
  "orbital_gap_ev": 10.00,
  "lumo_ev": 0.7,
  "symbols": ["C", "C", "C", "C", "C", "F", "F", "Cl", "H", "H", "H", "H", "H"],
  "xyz": [[0.76683, -0.48642, 1.06728], [0.49029, 1.30680, -2.05068], [1.00197, -0.61753, -0.38329], [0.75806, 0.26587, -1.26982], [-2.25875, 0.20151, 1.10896], [-2.03702, -0.72473, 0.09256], [-2.40136, -0.61934, 2.20506], [-0.33739, 0.84563, 1.55718], [1.67187, -0.48598, 1.52908], [0.21632, -1.32822, 1.57673], [1.24769, 1.97921, -2.24753], [-0.37707, 1.31636, -2.63869], [1.25856, -1.65315, -0.54682]],
  "forces_ev_per_angstrom": [[-3.496, -1.062, 0.425], [0.360, -3.111, 1.510], [-0.564, -1.563, 0.969], [-0.548, 2.476, -1.780], [-1.757, -1.869, -0.348], [0.020, 0.972, 1.124], [-0.004, 0.403, -0.854], [2.198, 0.945, -0.021], [2.559, 0.844, 1.806], [0.550, 0.311, -1.166], [1.427, 1.459, -0.417], [-1.306, 0.249, -0.430], [0.561, -0.052, -0.817]]
}



Entry 9:
{
  "formula": "C5H5ClN4O4",
  "method": "wB97M-V/def2-TZVPD",
  "orbital_gap_ev": 8.47,
  "smiles": "N[C@H](/N=C\\C#CCl)C([N+](=O)[O-])[N+](=O)[O-]",
  "lumo_ev": -1.2,
  "symbols": ["C", "C", "C", "C", "C", "N", "N", "N", "N", "O", "O", "O", "O", "Cl", "H", "H", "H", "H", "H"],
  "xyz": [[1.83685, -2.57851, -0.54569], [2.27025, -1.32665, -0.13158], [1.23097, -3.59075, -0.97222], [0.21664, -0.19280, -0.08569], [-0.30827, -0.06406, -1.67610], [1.58241, -0.23697, -0.01471], [-0.38606, 0.91764, 0.65267], [-0.08440, 1.30596, -2.09322], [-1.63905, -0.55989, -1.71661], [-0.82275, 2.20017, -1.79876], [-2.53920, 0.09351, -1.26167], [0.93884, 1.47310, -2.76401], [-1.74490, -1.72426, -2.04725], [0.60229, -5.07929, -1.13988], [0.30039, -0.64707, -2.23372], [3.38657, -1.12385, 0.01592], [-0.22594, -1.14281, 0.32199], [0.22040, 1.65281, 0.89319], [-1.33663, 1.14607, 0.27425]],
  "forces_ev_per_angstrom": [[-3.059, -4.551, -1.906], [1.760, 3.314, 0.064], [2.364, 3.415, 2.165], [-3.627, 0.136, 0.118], [0.954, 0.962, 3.011], [2.510, -0.403, 0.401], [-1.307, -2.152, -0.764], [1.269, 1.249, -1.755], [-1.282, -1.144, 0.491], [-0.867, 0.175, 0.488], [-0.600, 0.884, 0.105], [-0.458, -0.607, 0.598], [0.226, -0.261, -0.471], [-0.117, -0.061, -0.359], [1.616, -1.834, -1.892], [-1.519, -0.772, -0.167], [-0.019, 0.494, -0.804], [0.653, 1.052, -0.129], [1.504, 0.106, 0.807]]
}



Entry 10:
{
  "formula": "C5H5ClN4S",
  "method": "wB97M-V/def2-TZVPD",
  "orbital_gap_ev": [8.08, 8.08],
  "lumo_ev": [-1.6, -1.1],
  "symbols": ["C", "C", "C", "C", "C", "N", "N", "N", "N", "S", "Cl", "H", "H", "H", "H", "H"],
  "xyz": [[-3.10240, -0.95797, 1.15970], [-1.97761, 0.75238, -0.26493], [-2.29974, -0.71832, 0.00914], [0.01492, 1.21720, 0.96565], [1.36000, 1.35884, 0.37830], [-3.58587, -0.93618, 2.18421], [-1.03901, 1.46279, 0.05567], [-0.42852, 1.14877, 2.12656], [-1.14599, -1.58532, 0.11398], [-0.75172, -2.67202, -1.05565], [-3.19978, 1.45576, -1.33910], [-2.87548, -1.14728, -0.85200], [-0.56807, -1.42931, 0.98359], [1.73164, 2.42164, 0.28595], [1.15721, 1.13698, -0.62191], [2.01456, 0.68379, 0.94636]],
  "forces_ev_per_angstrom": [[0.147, 1.180, 0.150], [-1.609, -0.647, -0.888], [0.011, -1.470, -1.953], [-1.691, 1.116, 0.192], [0.695, 0.934, 1.213], [-1.135, -0.428, 1.645], [0.965, 0.957, -0.553], [0.812, -0.653, 1.129], [1.474, 0.371, 0.967], [0.069, 0.325, 0.450], [0.143, -0.155, 0.277], [0.541, 0.746, 0.388], [-0.774, -0.521, -1.407], [-0.455, -1.050, 0.845], [0.542, -1.115, -1.751], [0.264, 0.411, -0.706]]
}



Total energy (computed, eV): -81560.3056; -78285.8667; -17784.3885; -88399.3088; -45855.3894; -31798.1854; -39595.9486; -23217.9993; -31929.1527; -34579.6537
Relative energy (zero: lowest compared OMol25 entry of this formula, charge and spin) (computed, kcal per mole): 31.6; 34.0; 73.1; 0.0; 0.0; 67.1; 75.9; 116.3; 29.5; 23.6